Below is C24H16N2O5PRhS4Te as an isolated structure, with properties calculated with the ωB97M-V functional and the def2-TZVPD basis.

Structure (ORCA input):
```
! wB97M-V def2-TZVPD RIJCOSX def2/J DEFGRID3
* xyz -2 5
Rh -0.27496 0.43033 -1.45516
O -1.57571 -4.78130 1.60042
C -1.54938 -3.60388 0.90778
C -1.43030 -3.58568 -0.47851
C -1.40167 -2.36720 -1.12996
N -1.45200 -1.21642 -0.47097
C -1.57295 -1.22018 0.85413
C -1.65377 -2.39166 1.58417
C -1.57019 0.17148 1.49386
O -2.02836 0.31308 2.62090
O -1.06746 1.06562 0.75616
C -1.29531 -2.23769 -2.66696
O -1.55963 -3.22836 -3.33883
O -0.97340 -1.09219 -3.06461
H -1.41456 -5.50202 0.97676
H -1.36423 -4.49151 -1.06648
H -1.76786 -2.33858 2.65312
Te -2.47180 2.00575 -1.57149
C -3.13244 2.35903 -3.54043
C -4.40278 2.62738 -3.97582
C -4.50224 2.81401 -5.36693
C -3.29876 2.68820 -5.99038
S -2.03437 2.33420 -4.87834
H -5.23881 2.68306 -3.29992
H -5.42730 3.02513 -5.88110
H -3.07939 2.79283 -7.03594
S 2.29796 1.18176 -5.17550
C 1.53270 1.26302 -3.78228
N 1.01417 1.44061 -2.74185
S 4.52366 -1.55186 0.98120
P 2.76386 -0.70391 0.73032
S 1.74636 -1.28009 -0.89696
C 2.89398 1.12714 0.88590
C 1.91113 1.98797 0.42295
C 1.96828 3.33457 0.73437
C 3.00857 3.82513 1.50742
C 4.01877 2.97550 1.92850
C 3.96517 1.63170 1.61234
C 1.76617 -1.09162 2.22123
C 1.45950 -2.43298 2.40762
C 0.81430 -2.84662 3.55466
C 0.46900 -1.91823 4.52340
C 0.75634 -0.57874 4.33177
C 1.40569 -0.16215 3.18391
H 1.07318 1.61375 -0.18079
H 1.18056 3.99222 0.39496
H 3.02789 4.86952 1.79234
H 4.83996 3.35254 2.52520
H 4.74568 0.95390 1.92989
H 1.73357 -3.14392 1.63950
H 0.56935 -3.89120 3.68911
H -0.03752 -2.23976 5.42370
H 0.47022 0.15102 5.07682
H 1.62115 0.88729 3.04480
*
```

## Properties
Maximum force: 1.340 eV/Å
E_LUMO (spin up / spin down): 3.8889 / 2.5612 eV
Electronic energy: -3722.7254 Ha
HOMO level (spin up / spin down): -1.863 / -2.623 eV

These are the Löwdin partial charges, in e, on atoms 1 to 5: atom 1 (Rh): 0.680, atom 2 (O): 0.048, atom 3 (C): -0.285, atom 4 (C): 0.051, atom 5 (C): -0.213



Below is C24H16N5OPtSe as an isolated structure, with properties calculated with the ωB97M-V functional and the def2-TZVPD basis.

Structure (ORCA input):
```
! wB97M-V def2-TZVPD RIJCOSX def2/J DEFGRID3
* xyz 1 1
Pt 0.72841 -0.61267 0.01903
Se 6.04690 4.92453 0.17092
N 6.14077 3.15352 0.09538
C 4.91439 2.70584 0.06397
C 4.57702 1.28765 0.00581
C 5.55095 0.28993 -0.01295
C 5.14839 -1.02446 -0.04272
C 3.78892 -1.31055 -0.03966
N 2.84460 -0.37677 -0.02697
C 3.23337 0.92253 -0.01314
C 2.18305 1.93753 0.00721
N 0.91036 1.49697 -0.04243
C -0.09088 2.36798 -0.00539
C 0.12722 3.73844 0.09499
C 1.42034 4.20739 0.12956
C 2.47597 3.29534 0.07639
C 3.87603 3.69979 0.10101
N 4.27153 4.94294 0.15786
H 6.59596 0.56872 0.00651
H 5.86286 -1.83410 -0.06690
H 3.45583 -2.33507 -0.06617
H -1.08620 1.94753 -0.05623
H -0.71774 4.40972 0.13969
H 1.64402 5.26396 0.19485
N -9.22087 -0.29718 -0.22934
C -8.07320 -0.34006 -0.21523
C -6.63611 -0.39003 -0.18627
C -5.89366 0.35679 -1.09707
C -4.51261 0.31988 -1.05539
C -3.85500 -0.45494 -0.09840
C -4.61000 -1.21587 0.79986
C -5.99029 -1.18269 0.76078
C -2.42181 -0.46857 -0.01746
C -1.22064 -0.54083 0.12899
H -6.40816 0.96285 -1.83006
H -3.93382 0.89192 -1.76794
H -4.09696 -1.82101 1.53515
H -6.57692 -1.76290 1.45966
C -1.38337 -4.08609 -0.36174
O -0.51595 -3.01321 -0.81893
C 0.52372 -2.58551 -0.20074
C 1.27894 -3.57346 0.63114
H -1.39321 -4.11489 0.72361
H -1.07040 -5.04018 -0.77984
H -2.36255 -3.81414 -0.73985
H 0.67047 -4.42466 0.93072
H 1.70099 -3.09272 1.51042
H 2.09930 -3.97919 0.02732
*
```

## Properties
Maximum force: 1.908 eV/Å
E_LUMO: -4.0437 eV
Electronic energy: -3793.6690 Ha
HOMO level: -10.776 eV

These are the Löwdin partial charges, in e, on atoms 1 to 5: atom 1 (Pt): 1.136, atom 2 (Se): 1.191, atom 3 (N): -0.215, atom 4 (C): -0.335, atom 5 (C): -0.069



Below is C24H17BClCrF7NO4PS2 as an isolated structure, with properties calculated with the ωB97M-V functional and the def2-TZVPD basis.

Structure (ORCA input):
```
! wB97M-V def2-TZVPD RIJCOSX def2/J DEFGRID3
* xyz -1 2
Cr -1.68207 -0.58844 -0.59153
O -0.06785 -3.69412 -0.05490
S -1.37641 -3.16448 -0.35560
O -2.46746 -4.08837 -0.30079
O -1.63184 -1.96701 0.65272
O -1.37837 -2.32138 -1.61607
F -6.64540 1.78454 1.12747
C -6.14829 0.61982 1.60212
F -6.77503 0.40616 2.78482
F -6.54725 -0.34390 0.77452
C -4.66049 0.69323 1.78843
C -4.18109 1.18045 2.98957
C -2.81535 1.28325 3.21675
C -1.96431 0.91190 2.19570
N -2.41773 0.49245 1.02016
C -3.74014 0.33377 0.78716
S -3.99278 -0.38569 -0.76003
H -4.88381 1.45900 3.76389
H -2.42230 1.63446 4.15914
H -0.88872 0.94806 2.31037
Cl -0.18611 2.83016 -0.01429
C 1.15532 2.52357 -1.06458
C 1.70820 3.61058 -1.72151
C 2.76734 3.41660 -2.58840
C 3.26781 2.13953 -2.78642
C 2.70849 1.06398 -2.11716
C 1.63767 1.22758 -1.23556
P 0.87002 -0.22659 -0.41515
C 1.82268 -1.58115 -1.16222
C 2.94626 -2.13800 -0.56401
C 3.64110 -3.15490 -1.20295
C 3.22043 -3.61155 -2.44289
C 2.10115 -3.05302 -3.04510
C 1.39891 -2.04473 -2.40576
C 1.48193 -0.15091 1.30270
C 1.13505 -1.20393 2.15326
C 1.54032 -1.18483 3.47907
C 2.28191 -0.11897 3.97175
C 2.63427 0.92422 3.12870
C 2.24214 0.90555 1.79643
H 1.28188 4.59159 -1.56597
H 3.18982 4.26144 -3.11676
H 4.09129 1.97359 -3.46864
H 3.11017 0.07471 -2.28566
H 3.27568 -1.79018 0.40632
H 4.50782 -3.59494 -0.72580
H 3.75808 -4.41177 -2.93632
H 1.75933 -3.41670 -4.00549
H 0.50709 -1.63243 -2.86001
H 0.56136 -2.03864 1.77141
H 1.26956 -2.00732 4.12885
H 2.58762 -0.10391 5.01073
H 3.21806 1.75555 3.50396
H 2.52837 1.72078 1.14408
F -1.35998 0.64543 -2.09004
B -1.90635 1.92197 -2.75032
F -0.77580 2.60283 -3.15630
F -2.60673 2.58497 -1.76844
F -2.68547 1.49617 -3.79539
*
```

## Properties
Maximum force: 0.517 eV/Å
E_LUMO (spin up / spin down): 2.0873 / 2.3821 eV
Electronic energy: -4647.2386 Ha
HOMO level (spin up / spin down): -5.775 / -5.818 eV

These are the Löwdin partial charges, in e, on atoms 1 to 5: atom 1 (Cr): 0.526, atom 2 (O): -0.302, atom 3 (S): 0.347, atom 4 (O): -0.281, atom 5 (O): -0.450



Below is C24H17BrF3N5O2Pd as an isolated structure, with properties calculated with the ωB97M-V functional and the def2-TZVPD basis.

Structure (ORCA input):
```
! wB97M-V def2-TZVPD RIJCOSX def2/J DEFGRID3
* xyz 0 1
Pd 0.02335 0.04808 -0.20856
N 2.57305 -0.73872 1.91244
C 3.00775 -0.64772 0.60704
C 4.15865 -1.36082 0.23504
C 4.56785 -1.33152 -1.07866
C 3.83515 -0.58312 -1.99786
C 2.73285 0.10908 -1.54676
N 2.33365 0.10628 -0.26626
C 1.34535 -0.45192 2.47464
C 1.02565 -1.10902 3.67174
C -0.16315 -0.83252 4.30464
C -1.00265 0.13878 3.75704
C -0.61395 0.75388 2.59004
N 0.52075 0.46218 1.93354
H 3.12495 -1.37832 2.47024
H 4.70025 -1.93502 0.97134
H 5.43155 -1.89302 -1.39626
H 4.11525 -0.54712 -3.03706
H 2.12425 0.69318 -2.23186
H 1.70695 -1.84682 4.06884
H -0.43595 -1.35602 5.20624
H -1.93235 0.40278 4.23334
H -1.22025 1.53698 2.14384
Br -0.33925 6.92358 -0.91426
C -0.25785 5.02748 -0.90286
C -1.41275 4.26398 -1.04046
C -1.29815 2.88908 -1.04326
N -0.12825 2.24398 -0.94266
C 0.97215 2.99368 -0.78916
C 0.95835 4.37338 -0.75756
H -2.37385 4.73718 -1.15786
H -2.18305 2.27308 -1.13926
H 1.90815 2.46298 -0.68896
H 1.87625 4.92578 -0.64316
N -7.17065 -1.27032 -1.58386
C -6.06125 -1.11982 -1.33276
C -4.70225 -0.89112 -1.02506
C -3.83595 -0.42282 -2.01286
C -2.52245 -0.14782 -1.68436
C -2.05905 -0.30512 -0.37906
C -2.91595 -0.81972 0.58734
C -4.22995 -1.11882 0.26714
H -4.19625 -0.27182 -3.02006
H -1.84365 0.19608 -2.45976
H -2.56885 -0.99002 1.60094
H -4.89825 -1.52872 1.01034
F 1.58695 -4.55432 -0.35566
C 1.29055 -3.77482 -1.40686
F 2.45925 -3.55762 -2.04496
F 0.52425 -4.49602 -2.23276
C 0.62695 -2.41482 -1.00326
O 0.44245 -1.61472 -1.92486
O 0.39325 -2.25132 0.20294
*
```

## Properties
Maximum force: 1.968 eV/Å
E_LUMO (spin up / spin down): -0.4810 / -0.4038 eV
Electronic energy: -4350.5367 Ha
HOMO level (spin up / spin down): -7.806 / -7.741 eV

These are the Löwdin partial charges, in e, on atoms 1 to 5: atom 1 (Pd): 0.877, atom 2 (N): 0.133, atom 3 (C): -0.290, atom 4 (C): 0.000, atom 5 (C): -0.051